[1]
{
  "formula": "C28H48BN10OPSV",
  "method": "ωB97M-V with the def2-TZVPD basis set",
  "elements": ["V", "C", "C", "N", "N", "C", "B", "N", "C", "C", "C", "N", "N", "C", "C", "C", "N", "H", "H", "H", "H", "H", "H", "H", "H", "H", "H", "O", "S", "C", "C", "C", "C", "H", "H", "H", "H", "H", "H", "H", "H", "N", "P", "N", "C", "C", "C", "C", "C", "N", "C", "C", "C", "C", "C", "N", "C", "C", "C", "C", "C", "H", "H", "H", "H", "H", "H", "H", "H", "H", "H", "H", "H", "H", "H", "H", "H", "H", "H", "H", "H", "H", "H", "H", "H", "H", "H", "H", "H", "H", "H"],
  "xyz": [[-0.811, -1.299, 0.886], [-3.519, -4.379, -0.707], [-4.282, -3.621, 0.220], [-3.530, -3.059, 1.136], [-2.238, -3.447, 0.861], [-2.244, -4.268, -0.259], [-1.429, -3.847, 2.124], [0.021, -3.884, 1.599], [1.017, -4.754, 1.695], [2.136, -4.236, 1.031], [1.735, -3.006, 0.565], [0.435, -2.795, 0.894], [-1.564, -2.643, 3.104], [-2.091, -2.571, 4.317], [-1.970, -1.259, 4.798], [-1.340, -0.566, 3.793], [-1.096, -1.409, 2.757], [-3.875, -4.953, -1.546], [-5.353, -3.474, 0.238], [-1.338, -4.739, -0.608], [-1.733, -4.858, 2.668], [0.891, -5.682, 2.232], [3.100, -4.704, 0.924], [2.293, -2.253, 0.033], [-2.510, -3.448, 4.786], [-2.292, -0.886, 5.755], [-1.036, 0.467, 3.740], [-2.318, -0.514, 0.190], [-3.880, -0.377, 0.053], [-4.170, -0.888, -1.680], [-4.435, 0.375, -2.502], [-3.692, 1.519, -1.824], [-4.036, 1.378, -0.349], [-4.987, -1.606, -1.686], [-3.252, -1.406, -1.961], [-5.504, 0.588, -2.518], [-4.121, 0.220, -3.534], [-4.000, 2.491, -2.205], [-2.612, 1.425, -1.967], [-5.087, 1.611, -0.152], [-3.426, 1.937, 0.360], [0.278, -0.145, 0.672], [1.292, 1.064, -0.045], [2.791, 0.547, 0.250], [3.231, 0.176, 1.613], [4.135, -1.062, 1.571], [4.891, -1.156, 0.239], [5.184, 0.243, -0.291], [3.881, 0.924, -0.705], [0.905, 2.469, 0.643], [1.830, 3.242, 1.504], [1.703, 4.728, 1.207], [0.258, 5.195, 1.356], [-0.655, 4.385, 0.439], [-0.508, 2.892, 0.706], [0.872, 1.034, -1.602], [0.713, -0.257, -2.313], [1.235, -0.142, -3.738], [0.450, 0.906, -4.541], [-0.078, 2.024, -3.629], [0.854, 2.257, -2.453], [2.345, 0.001, 2.227], [3.764, 1.021, 2.053], [3.556, -1.969, 1.757], [4.847, -0.977, 2.393], [4.303, -1.699, -0.509], [5.812, -1.720, 0.373], [5.842, 0.215, -1.159], [5.699, 0.831, 0.471], [3.581, 0.586, -1.698], [4.004, 2.010, -0.734], [2.847, 2.902, 1.316], [1.586, 3.040, 2.552], [2.061, 4.927, 0.193], [2.358, 5.270, 1.890], [0.179, 6.255, 1.117], [-0.064, 5.082, 2.396], [-0.413, 4.600, -0.605], [-1.700, 4.664, 0.587], [-1.073, 2.298, -0.017], [-0.889, 2.657, 1.709], [-0.349, -0.538, -2.320], [1.264, -1.029, -1.776], [1.180, -1.121, -4.214], [2.294, 0.121, -3.696], [-0.382, 0.440, -5.068], [1.101, 1.327, -5.306], [-1.071, 1.773, -3.241], [-0.190, 2.955, -4.183], [0.524, 3.095, -1.845], [1.865, 2.476, -2.804]],
  "forces_ev_per_a": [[0.4, -0.2, 0.3], [0.1, -0.1, 0.0], [0.0, 0.2, 0.0], [-0.2, -0.1, 0.1], [0.1, 0.4, -0.1], [0.1, 0.0, -0.1], [0.0, -0.1, 0.1], [0.0, -0.3, 0.0], [0.0, 0.1, 0.0], [0.0, 0.1, 0.0], [0.0, -0.1, -0.1], [0.1, 0.0, -0.2], [-0.1, -0.2, 0.3], [0.1, 0.1, 0.0], [0.1, 0.0, -0.1], [0.0, 0.0, 0.2], [-0.1, 0.1, -0.1], [0.0, 0.0, 0.0], [0.0, 0.0, 0.0], [0.0, 0.0, 0.0], [-0.1, 0.0, 0.0], [0.0, 0.0, 0.0], [0.0, 0.0, 0.0], [-0.1, 0.0, -0.1], [0.0, 0.0, 0.0], [0.0, 0.0, 0.0], [0.0, 0.0, 0.0], [0.2, 0.1, -0.3], [-0.3, 0.2, -0.1], [0.0, 0.0, 0.0], [0.0, 0.0, 0.0], [0.0, 0.0, 0.0], [0.0, 0.0, 0.0], [0.0, 0.0, 0.0], [0.0, 0.0, 0.0], [0.0, 0.0, 0.0], [0.0, 0.0, 0.0], [0.0, 0.0, 0.0], [0.0, 0.0, 0.0], [0.0, 0.0, 0.0], [0.0, 0.0, 0.0], [-0.3, -0.2, -0.1], [0.1, 0.2, 0.0], [-0.2, 0.1, -0.1], [0.0, 0.0, 0.1], [0.1, 0.0, 0.1], [0.0, 0.0, 0.0], [0.0, 0.0, 0.0], [0.0, 0.0, 0.0], [0.0, -0.3, -0.1], [0.1, 0.1, 0.0], [0.0, 0.0, 0.0], [0.0, 0.0, 0.0], [0.0, 0.0, 0.0], [0.0, 0.1, 0.0], [0.0, 0.0, 0.2], [0.0, 0.0, 0.0], [0.0, 0.0, 0.0], [0.0, 0.0, 0.0], [0.0, 0.0, 0.0], [0.0, 0.0, 0.0], [0.0, 0.0, 0.0], [0.0, 0.0, 0.0], [0.2, 0.1, 0.1], [0.0, 0.0, 0.0], [0.0, 0.0, 0.0], [0.0, 0.0, 0.0], [0.0, 0.0, 0.0], [0.0, 0.0, 0.0], [0.0, 0.0, 0.0], [0.0, 0.0, 0.0], [0.0, 0.0, 0.0], [0.0, 0.0, 0.0], [0.0, 0.0, 0.0], [0.0, 0.0, 0.0], [0.0, 0.0, 0.0], [0.0, 0.0, 0.0], [0.0, 0.0, 0.0], [0.0, 0.0, 0.0], [0.0, 0.0, 0.0], [0.0, 0.0, 0.0], [0.0, 0.0, 0.0], [0.1, -0.1, 0.0], [0.0, 0.0, 0.0], [0.0, 0.0, 0.0], [0.0, 0.0, 0.0], [0.0, 0.0, 0.0], [0.1, 0.0, -0.1], [0.0, 0.0, 0.0], [0.0, 0.0, 0.0], [0.0, 0.0, 0.0]],
  "orbital_gap_ev": 6.75,
  "homo_ev": -17.4,
  "spin_multiplicity": 1,
  "de_lowest_kcal_mol": 1.7,
  "charge": 3,
  "energy_ev": -93230.1406
}

=====

[2]
{
  "formula": "C2H4O3Sn",
  "method": "ωB97M-V with the def2-TZVPD basis set",
  "elements": ["O", "C", "C", "O", "H", "H", "H", "Sn", "O", "H"],
  "xyz": [[1.216, -0.506, -0.938], [1.402, 0.108, 0.168], [0.524, 1.368, 0.142], [-0.635, 1.252, -0.609], [-0.253, -1.657, 0.977], [1.202, 2.169, -0.234], [0.353, 1.600, 1.218], [-0.744, -0.473, -1.234], [-1.103, -1.729, 0.174], [-1.961, -2.132, 0.336]],
  "forces_ev_per_a": [[1.3, -1.5, 0.4], [0.8, 1.1, 0.1], [1.2, 0.7, 2.0], [-0.1, 3.5, 1.8], [-3.8, -0.9, -2.5], [-0.2, -0.3, 0.1], [-0.3, 0.2, -0.6], [-2.6, -0.7, -8.6], [3.8, -1.9, 6.5], [0.0, -0.3, 0.8]],
  "orbital_gap_ev": 6.64,
  "homo_ev": -7.5,
  "spin_multiplicity": 1,
  "energy_ev": -14107.7201
}

=====

[3]
{
  "formula": "C36H27N6OPS3W",
  "method": "ωB97M-V with the def2-TZVPD basis set",
  "elements": ["W", "N", "C", "S", "N", "N", "C", "C", "C", "C", "C", "C", "C", "O", "H", "H", "H", "H", "H", "H", "H", "N", "C", "C", "C", "C", "C", "C", "C", "C", "C", "C", "C", "C", "N", "C", "C", "C", "C", "N", "H", "H", "H", "H", "H", "H", "H", "H", "H", "H", "S", "P", "S", "C", "C", "C", "C", "C", "C", "C", "C", "C", "C", "C", "C", "H", "H", "H", "H", "H", "H", "H", "H", "H", "H"],
  "xyz": [[-0.601, 0.569, -1.106], [-0.047, 0.569, -5.583], [-0.287, 1.009, -4.332], [1.064, 1.102, -3.234], [-1.495, 1.371, -4.024], [-1.623, 1.724, -2.711], [-2.476, 2.646, -2.441], [-2.548, 3.260, -1.138], [-3.642, 4.033, -0.746], [-3.642, 4.699, 0.463], [-2.503, 4.676, 1.261], [-1.388, 3.957, 0.869], [-1.422, 3.194, -0.288], [-0.411, 2.374, -0.593], [0.891, 0.342, -5.847], [-0.794, 0.542, -6.256], [-3.090, 3.029, -3.250], [-4.504, 4.075, -1.402], [-4.517, 5.247, 0.785], [-2.482, 5.227, 2.192], [-0.474, 3.959, 1.444], [4.854, -8.045, -3.226], [4.251, -7.096, -2.989], [3.503, -5.913, -2.695], [2.197, -6.013, -2.215], [1.476, -4.869, -1.935], [2.042, -3.605, -2.114], [3.354, -3.517, -2.586], [4.078, -4.656, -2.881], [1.262, -2.389, -1.815], [0.024, -2.233, -2.453], [-0.511, -3.042, -3.471], [-1.747, -2.511, -3.804], [-1.932, -1.403, -2.990], [-0.871, -1.196, -2.174], [1.812, -1.441, -0.945], [3.035, -1.509, -0.257], [3.219, -0.290, 0.373], [2.102, 0.479, 0.087], [1.220, -0.213, -0.673], [1.763, -6.991, -2.056], [0.471, -4.949, -1.542], [3.788, -2.542, -2.755], [5.088, -4.579, -3.257], [-0.036, -3.900, -3.916], [-2.436, -2.884, -4.543], [-2.790, -0.754, -2.930], [3.684, -2.367, -0.217], [4.057, 0.017, 0.978], [1.887, 1.499, 0.363], [-0.456, -1.317, 1.650], [-0.579, 0.667, 1.978], [-2.724, 0.255, -0.330], [0.924, 1.176, 2.932], [1.928, 0.272, 3.258], [3.007, 0.678, 4.034], [3.098, 1.985, 4.487], [2.106, 2.898, 4.156], [1.031, 2.493, 3.380], [-1.858, 0.909, 3.311], [-3.207, 0.908, 2.969], [-4.191, 1.030, 3.938], [-3.840, 1.171, 5.272], [-2.501, 1.165, 5.624], [-1.513, 1.031, 4.658], [1.847, -0.754, 2.923], [3.775, -0.040, 4.295], [3.927, 2.289, 5.114], [2.160, 3.919, 4.514], [0.239, 3.198, 3.166], [-3.495, 0.808, 1.935], [-5.233, 1.016, 3.642], [-4.605, 1.279, 6.030], [-2.215, 1.266, 6.664], [-0.482, 1.005, 4.974]],
  "forces_ev_per_a": [[-3.8, -0.3, 1.7], [0.0, 0.0, -0.1], [0.2, 0.3, 0.1], [-0.8, -0.5, 0.7], [-0.3, -0.3, -0.5], [-0.1, -0.2, 0.2], [0.3, 0.0, 0.0], [0.0, 0.1, 0.4], [0.0, -0.1, -0.2], [-0.1, 0.1, 0.1], [0.0, 0.0, -0.1], [0.2, 0.0, 0.1], [-0.3, 0.2, -0.5], [0.4, 1.8, 0.3], [0.0, 0.0, -0.1], [0.0, 0.0, 0.0], [0.1, 0.0, -0.1], [0.0, 0.1, 0.0], [0.0, 0.0, 0.0], [0.0, 0.0, 0.0], [0.0, 0.0, 0.1], [0.0, 0.0, 0.0], [0.2, -0.3, -0.1], [-0.2, 0.4, 0.1], [0.2, -0.1, 0.0], [0.0, 0.2, 0.1], [0.2, -0.4, -0.1], [-0.2, 0.1, -0.1], [0.0, -0.1, 0.0], [-0.3, 0.4, 0.1], [0.5, 0.2, 0.2], [-0.2, 0.0, -0.1], [0.1, -0.4, -0.2], [0.2, 0.2, 0.5], [-0.2, -0.9, -1.0], [-0.4, -0.4, -0.3], [0.1, 0.2, 0.2], [0.3, -0.2, 0.0], [-0.4, 0.0, -0.5], [1.6, 0.3, 0.6], [0.0, 0.0, 0.0], [0.0, 0.0, 0.0], [0.0, 0.0, 0.0], [0.0, 0.0, 0.0], [0.0, 0.0, 0.1], [0.0, 0.0, 0.0], [0.0, 0.0, 0.0], [0.0, 0.0, -0.1], [0.0, 0.0, 0.0], [0.0, 0.0, 0.1], [0.0, -0.1, -0.2], [0.2, -1.1, 0.4], [2.6, 0.4, -1.3], [-0.2, 0.2, -0.2], [0.0, 0.0, 0.1], [0.0, -0.1, 0.0], [0.0, 0.0, 0.1], [0.0, 0.0, 0.0], [0.0, 0.0, 0.0], [0.1, 0.2, -0.3], [0.0, 0.1, 0.1], [0.0, 0.0, -0.1], [0.0, 0.0, 0.0], [0.1, 0.0, 0.1], [-0.1, 0.0, -0.1], [-0.1, 0.0, 0.0], [0.0, 0.0, 0.0], [0.0, 0.0, 0.0], [0.0, 0.0, 0.0], [0.0, 0.0, 0.0], [0.0, 0.0, -0.1], [0.0, 0.0, 0.0], [0.0, 0.0, 0.0], [0.0, 0.0, 0.0], [0.1, 0.0, 0.0]],
  "orbital_gap_ev": [5.32, 5.31],
  "homo_ev": [-7.0, -7.0],
  "spin_multiplicity": 1,
  "de_lowest_kcal_mol": 71.9,
  "energy_ev": -92378.5681
}

=====

[4]
{
  "formula": "C3H7N3",
  "method": "ωB97M-V with the def2-TZVPD basis set",
  "elements": ["H", "N", "C", "C", "N", "H", "H", "H", "H", "H", "C", "N", "H"],
  "xyz": [[0.629, 0.582, 2.111], [0.530, 0.720, 1.121], [0.175, -0.379, 0.621], [0.266, -1.794, 1.294], [-0.166, -0.422, -0.766], [-0.779, -2.312, 1.115], [1.108, -2.428, 0.763], [0.343, -1.566, 2.399], [-0.380, 0.529, -1.055], [-0.847, -1.116, -1.019], [-0.218, 2.610, -2.219], [-1.348, 2.506, -2.257], [0.688, 3.072, -2.108]],
  "forces_ev_per_a": [[0.6, 0.2, 0.5], [-0.6, 0.4, 0.2], [0.2, -2.1, -1.9], [-1.4, 0.2, -0.8], [0.6, 0.6, 1.6], [2.1, 0.7, 0.4], [-1.7, 1.3, 1.5], [0.4, -0.9, -1.2], [-0.2, -0.5, -0.3], [-0.1, 0.0, -0.1], [-0.6, 0.6, 0.0], [-1.5, -0.8, -0.2], [2.1, 0.3, 0.1]],
  "orbital_gap_ev": 10.33,
  "homo_ev": -9.3,
  "spin_multiplicity": 1,
  "de_lowest_kcal_mol": 28.5,
  "smiles": "[H]/N=C(\\C)N.C#N",
  "energy_ev": -7693.4452
}